Formula: C38H30AlClO3P2S
Source: the OMol25 dataset
Level of theory: ωB97M-V/def2-TZVPD

The calculation puts the energy relative to the best compared isomer or geometry (same formula, charge and spin) at 0.083 eV. As for the charge: +2. The value obtained for the frontier orbital gap is 8.492 eV.

CARTESIAN COORDINATES (ANGSTROEM)
Cl -1.831 0.052 1.941
S -1.212 0.743 -1.430
P -1.167 -2.288 -0.524
P 1.837 0.037 -1.228
Al -0.026 -0.366 0.376
O -2.564 1.280 -1.384
O 1.331 1.792 3.316
O 0.813 0.601 1.500
C 5.859 0.814 0.855
C -0.050 1.943 -2.046
C 0.421 4.138 -2.841
C 3.373 -2.563 -4.682
C -0.143 -4.979 -0.425
C 0.535 1.204 2.660
C -4.726 -4.247 -0.926
C 2.308 -0.984 -2.661
C -1.013 -2.859 -3.285
C -1.047 -1.884 -2.296
C 2.590 -2.332 -2.427
C -2.913 -2.757 -0.428
C -1.070 -2.498 -4.621
C 1.777 3.894 -2.672
C -0.943 1.104 3.071
C -0.508 3.160 -2.514
C -1.120 -0.541 -2.680
C -1.179 -0.177 -4.016
C -3.819 -1.809 0.048
C -1.166 -1.162 -4.986
C 3.522 1.300 0.584
C 3.439 0.327 -0.416
C 5.780 -0.150 -0.138
C -0.041 -3.641 -0.043
C 2.562 -0.431 -3.911
C -5.628 -3.307 -0.443
C 0.961 -3.305 0.884
C 4.574 -0.402 -0.774
C 0.720 -5.927 0.104
C -5.176 -2.089 0.040
C 1.825 -4.244 1.412
C 1.694 -5.569 1.023
C 4.731 1.540 1.213
C -3.369 -3.974 -0.929
C 3.123 -3.118 -3.435
C 3.093 -1.225 -4.918
C 1.317 1.666 -1.878
C 2.227 2.671 -2.191
H 0.624 -6.961 -0.199
H -0.889 -5.298 -1.138
H 3.793 -3.172 -5.472
H -1.247 0.869 -4.288
H 3.358 -4.157 -3.242
H 2.371 0.618 -4.099
H 2.650 1.872 0.871
H 3.286 2.497 -2.052
H 0.081 5.099 -3.203
H -3.472 -0.845 0.399
H -5.082 -5.195 -1.306
H 2.579 -3.951 2.131
H 4.793 2.294 1.986
H -1.389 2.096 3.042
H 6.661 -0.708 -0.426
H -1.031 0.702 4.076
H 2.422 -2.755 -1.442
H -1.044 -3.265 -5.384
H -2.684 -4.709 -1.328
H -6.688 -3.522 -0.457
H 6.802 1.002 1.350
H -0.940 -3.903 -3.007
H 4.530 -1.152 -1.549
H 2.495 4.671 -2.894
H 1.067 -2.279 1.231
H -1.575 3.330 -2.595
H 2.348 -6.320 1.444
H -1.218 -0.888 -6.031
H -5.879 -1.355 0.410
H 3.303 -0.793 -5.888

---

Formula: C5H11N2O2
Source: the OMol25 dataset
Level of theory: ωB97M-V/def2-TZVPD

The calculation puts the energy relative to the best compared isomer or geometry (same formula, charge and spin) at 4.495 eV. As for the charge: +1. The value obtained for the frontier orbital gap (alpha / beta) is 8.842 / 8.842 eV.

CARTESIAN COORDINATES (ANGSTROEM)
O 1.403 0.565 -0.743
O 1.946 -1.898 -0.028
N 0.774 -1.615 -0.141
N -0.673 0.255 0.306
C -0.328 -0.673 -2.092
C -1.426 -0.731 1.106
C 0.192 1.033 1.207
C 1.390 1.498 0.327
C 0.356 -0.388 -0.695
H -0.322 0.246 -2.629
H -2.123 -0.294 1.740
H 0.279 -1.348 -2.556
H -0.745 -1.302 1.729
H 1.307 2.455 -0.150
H 0.394 0.217 2.022
H -0.373 1.846 1.562
H -1.121 1.002 -0.323
H -1.341 -1.002 -1.969
H -1.895 -1.442 0.500
H 2.306 1.577 0.827

---

Formula: C9H17N3O
Source: the OMol25 dataset
Level of theory: ωB97M-V/def2-TZVPD

The calculation puts the energy relative to the best compared isomer or geometry (same formula, charge and spin) at 4.315 eV. The value obtained for the frontier orbital gap is 8.854 eV.

CARTESIAN COORDINATES (ANGSTROEM)
O 0.948 -1.027 0.391
N -3.634 0.521 -0.171
N -5.844 -0.060 0.045
N -2.350 0.218 0.164
C -1.271 1.039 0.130
C 2.941 0.346 0.653
C 2.131 -0.548 -0.248
C -2.449 -0.939 0.972
C 1.713 0.364 -1.428
C 2.868 -1.707 -0.639
C -3.781 -1.344 0.986
C -4.511 -0.311 0.258
C -1.732 2.381 -0.472
H -6.338 -0.919 -0.025
H 0.967 0.013 -2.111
H 2.325 -2.321 -1.347
H 3.642 1.099 0.087
H -5.993 0.609 -0.572
H -1.504 2.388 -1.515
H 3.860 -1.467 -1.041
H 1.304 1.299 -0.945
H -1.546 -1.567 1.191
H 2.642 0.426 -2.010
H 2.334 0.887 1.256
H -1.276 3.274 0.070
H 0.189 -0.357 0.497
H 3.658 -0.204 1.259
H 2.936 -2.224 0.226
H -4.149 -2.191 1.591
H -2.775 2.438 -0.422

---

Formula: C19H56O9
Source: the OMol25 dataset
Level of theory: ωB97M-V/def2-TZVPD

The calculation puts the energy relative to the best compared isomer or geometry (same formula, charge and spin) at 4.676 eV. The value obtained for the frontier orbital gap is 9.908 eV.

CARTESIAN COORDINATES (ANGSTROEM)
O 0.693 -2.394 -7.609
O -4.427 -2.591 -3.508
O -2.445 5.285 0.834
O 1.879 -2.869 7.139
O 1.576 -1.587 0.854
O 3.240 -4.375 -1.374
O -3.765 1.379 -3.722
O 3.961 1.115 2.857
O -3.813 1.847 0.347
C -3.793 3.649 -4.341
C 2.865 -4.004 5.289
C 2.801 -2.676 6.072
C -0.303 4.504 1.609
C 0.206 -1.417 0.672
C 4.647 -4.465 -1.570
C -0.111 -1.095 -0.783
C 4.549 2.083 0.836
C -1.459 5.505 1.826
C 6.042 0.548 2.040
C -5.230 1.977 -5.590
C -2.192 5.364 3.153
C -5.094 1.374 0.764
C -3.938 2.233 -4.835
C 4.190 -2.257 6.647
C -0.456 -2.747 1.102
C -4.199 -3.307 -2.295
C 5.009 1.618 2.176
C -0.438 -1.919 -6.947
H -2.816 3.730 -3.864
H 4.154 -1.389 7.306
H -1.182 6.557 1.765
H 3.616 0.393 2.327
H 4.923 -2.095 5.857
H -3.219 -3.785 -2.312
H -2.894 6.194 3.241
H -0.516 3.571 2.129
H 0.334 -1.815 -1.471
H -1.204 -2.691 -6.875
H 4.040 1.326 0.240
H -5.565 0.655 0.094
H 0.098 -3.592 0.693
H 0.996 -1.787 -8.288
H -5.316 2.629 -6.460
H 6.374 0.114 2.983
H -1.160 -1.160 -1.070
H -3.092 2.023 -5.489
H 3.113 -4.846 5.935
H 2.420 -1.879 5.434
H -5.373 -2.557 -3.667
H -0.091 4.174 0.592
H 5.015 -3.865 -2.403
H 1.900 -4.171 4.811
H -0.343 -1.584 -5.914
H -3.771 0.483 -4.066
H -0.408 -2.814 2.189
H 4.913 -5.521 -1.615
H -5.298 0.933 -5.896
H -3.683 1.736 -0.598
H -6.077 2.209 -4.945
H 0.612 4.920 2.031
H 6.921 1.040 1.622
H 3.531 -3.924 4.429
H 5.108 -4.133 -0.640
H 5.718 -0.246 1.367
H -4.951 -4.074 -2.110
H 1.966 -2.118 7.731
H 3.825 2.894 0.916
H -5.078 0.916 1.753
H 5.405 2.506 2.669
H 0.404 -0.145 -0.925
H -1.508 -2.779 0.819
H -4.282 -2.568 -1.499
H 4.457 -3.117 7.260
H 1.785 -2.140 0.098
H -3.777 4.410 -5.121
H -2.625 4.368 3.243
H -5.826 2.168 0.914
H -0.193 -0.633 1.315
H -1.425 5.499 3.916
H -0.922 -1.116 -7.503
H -2.706 4.368 0.942
H 2.840 -4.534 -2.232
H 5.371 2.546 0.290
H -4.535 3.936 -3.596